<w>
Molecular formula: C3H3ClO2
Method: DFT, wB97M-V/def2-TZVPD

```
9
Properties=species:S:1:pos:R:3
C 0.329 2.029 1.618
C 0.319 -0.845 -0.990
C -0.619 -0.979 0.169
O 0.049 0.866 1.566
O -1.097 -0.549 -0.973
Cl 0.540 3.111 0.428
H 1.097 -0.110 -1.015
H 0.564 -1.683 -1.536
H -1.182 -1.840 0.733
```

The calculation puts the HOMO-LUMO gap (alpha / beta) at 9.667 / 6.589 eV. Its spin multiplicity is 1. For the HOMO energy (alpha / beta), the calculation gives -8.860 / -7.402 eV. The value obtained for the LUMO energy (alpha / beta) is 0.808 / -0.813 eV.


<x>
Molecular formula: C3H3ClO2
Method: DFT, wB97M-V/def2-TZVPD

```
9
Properties=species:S:1:pos:R:3
C -0.755 0.545 -0.563
C 0.507 -0.142 -0.270
Cl 1.957 0.043 -1.199
O 0.353 -1.501 0.166
C 0.644 -0.643 1.072
O 0.564 -0.524 2.601
H -1.525 -0.073 -0.959
H -0.668 1.389 -1.233
H -1.077 0.906 0.384
```

The calculation puts the HOMO-LUMO gap at 10.240 eV. Its spin multiplicity is 1. For the HOMO energy, the calculation gives -10.351 eV. The value obtained for the LUMO energy is -0.111 eV. As for the structure (SMILES): C[C@]1(Cl)OC1=O.


Most stable to least stable, the ends of the list are <x> and <w>.


<w>
Molecular formula: C4H5NOS
Method: DFT, wB97M-V/def2-TZVPD

```
12
Properties=species:S:1:pos:R:3
C 1.474 0.951 -0.160
C 0.341 0.327 0.080
C -1.014 0.970 0.158
S -2.171 -0.509 -0.086
N -0.851 -1.651 -0.077
C 0.395 -1.190 0.052
O 1.444 -1.845 0.048
H 1.497 2.001 -0.370
H 2.380 0.329 -0.152
H -1.293 1.520 1.106
H -1.174 1.712 -0.652
H -1.029 -2.616 0.052
```

The calculation puts the HOMO-LUMO gap at 9.196 eV. Its spin multiplicity is 1. For the HOMO energy, the calculation gives -8.618 eV. The value obtained for the LUMO energy is 0.579 eV. As for the structure (SMILES): C=C1CSNC1=O.


<x>
Molecular formula: C4H5NOS
Method: DFT, wB97M-V/def2-TZVPD

```
12
Properties=species:S:1:pos:R:3
C 2.862 -0.991 -0.189
C 1.885 -0.289 -0.014
C 0.701 0.596 0.003
O 0.875 1.773 0.082
N -0.566 0.009 -0.208
C -1.747 0.848 -0.183
S -0.843 -1.697 -0.057
H 3.630 -1.693 -0.277
H -2.157 0.909 0.843
H -1.356 1.793 -0.362
H -2.439 0.542 -0.916
H -0.846 -1.802 1.277
```

The calculation puts the HOMO-LUMO gap at 10.238 eV. Its spin multiplicity is 1. For the HOMO energy, the calculation gives -9.697 eV. The value obtained for the LUMO energy is 0.541 eV. As for the structure (SMILES): C#CC(=O)N(C)S.


Most stable to least stable, the ends of the list are <w> and <x>.


<w>
Molecular formula: C4H5NOS
Method: DFT, wB97M-V/def2-TZVPD

```
12
Properties=species:S:1:pos:R:3
O 1.458 -1.573 -0.512
C 0.987 -0.521 -0.107
C 0.909 0.927 -0.692
N 0.038 1.252 0.361
C -0.134 -0.144 0.935
C -1.234 -0.865 0.362
S -2.427 -0.242 -0.470
H 0.401 0.829 -1.708
H 1.879 1.532 -0.630
H -0.886 1.427 0.139
H 0.123 -0.650 1.932
H -1.114 -1.973 0.391
```

The calculation puts the HOMO-LUMO gap at 8.564 eV. Its spin multiplicity is 1. For the HOMO energy, the calculation gives -9.284 eV. The value obtained for the LUMO energy is -0.720 eV. As for the structure (SMILES): O=C1CN[C@H]1C=S.


<x>
Molecular formula: C4H5NOS
Method: DFT, wB97M-V/def2-TZVPD

```
12
Properties=species:S:1:pos:R:3
C -1.133 -0.409 -0.181
C -0.272 -1.554 -0.268
C 0.528 1.157 -0.061
C -0.788 0.697 0.722
N 1.616 0.591 -0.026
O 0.712 -1.765 0.419
S 3.137 0.295 -0.081
H -1.635 -0.233 -1.106
H -0.344 -2.331 -1.036
H 0.095 1.828 -0.825
H -1.457 1.425 0.639
H -0.459 0.297 1.802
```

The calculation puts the HOMO-LUMO gap (alpha / beta) at 7.328 / 6.459 eV. Its spin multiplicity is 1. For the HOMO energy (alpha / beta), the calculation gives -8.227 / -8.037 eV. The value obtained for the LUMO energy (alpha / beta) is -0.900 / -1.578 eV.


<y>
Molecular formula: C4H5NOS
Method: DFT, wB97M-V/def2-TZVPD

```
12
Properties=species:S:1:pos:R:3
C 1.380 0.480 -0.779
C 0.440 1.259 -0.119
C 1.576 -0.896 -0.375
C -0.356 0.754 0.975
N -1.484 0.133 0.944
O 0.858 -1.517 0.391
S -2.465 -0.464 -0.487
H 2.004 0.921 -1.611
H 0.505 2.340 -0.303
H 2.403 -1.308 -0.732
H -1.770 -0.394 1.772
H -3.092 -1.306 0.323
```

The calculation puts the HOMO-LUMO gap at 7.745 eV. Its spin multiplicity is 1. For the HOMO energy, the calculation gives -8.040 eV. The value obtained for the LUMO energy is -0.295 eV.


<z>
Molecular formula: C4H5NOS
Method: DFT, wB97M-V/def2-TZVPD

```
12
Properties=species:S:1:pos:R:3
N -1.188 -1.758 1.016
C -0.332 -0.849 0.478
C -0.667 0.075 -0.527
C 0.259 1.157 -0.840
S -0.106 2.483 -1.906
C 1.700 1.180 -0.417
O 2.189 0.524 0.539
H -0.972 -2.139 2.003
H -2.258 -1.879 0.875
H 0.736 -0.863 0.677
H -1.640 0.063 -0.886
H 2.279 2.006 -1.013
```

The calculation puts the HOMO-LUMO gap at 7.149 eV. Its spin multiplicity is 1. For the HOMO energy, the calculation gives -8.398 eV. The value obtained for the LUMO energy is -1.249 eV. As for the structure (SMILES): N/C=C/C(=S)C=O.


Most stable to least stable, the ends of the list are <z> and <x>.


<w>
Molecular formula: C4H5NOS
Method: DFT, wB97M-V/def2-TZVPD

```
12
Properties=species:S:1:pos:R:3
O 0.217 2.322 -0.004
C -0.144 0.994 0.007
C -1.437 0.544 -0.001
N -1.384 -0.834 -0.001
C -0.081 -1.256 -0.006
C 0.724 -0.135 0.002
S 2.485 -0.022 -0.002
H 1.202 2.362 0.005
H -2.341 1.095 -0.016
H -2.168 -1.431 0.012
H 0.189 -2.306 -0.005
H 2.738 -1.332 0.007
```

The calculation puts the HOMO-LUMO gap at 8.768 eV. Its spin multiplicity is 1. For the HOMO energy, the calculation gives -8.024 eV. The value obtained for the LUMO energy is 0.744 eV. As for the structure (SMILES): Oc1c[nH]cc1S.


<x>
Molecular formula: C4H5NOS
Method: DFT, wB97M-V/def2-TZVPD

```
12
Properties=species:S:1:pos:R:3
C 0.741 1.698 0.087
C 0.894 0.405 -0.155
C -0.336 -0.508 0.028
C -1.510 0.076 -0.169
S -2.989 -0.488 0.015
N -0.219 -1.719 -0.094
O 0.991 -2.261 -0.007
H 1.402 2.608 -0.053
H -0.322 2.086 0.303
H 1.987 -0.031 0.033
H -1.388 1.297 -0.303
H 0.749 -3.162 0.314
```

The calculation puts the HOMO-LUMO gap at 7.611 eV. Its spin multiplicity is 1. For the HOMO energy, the calculation gives -8.507 eV. The value obtained for the LUMO energy is -0.896 eV. As for the structure (SMILES): C=C/C(C=S)=N\O.


<y>
Molecular formula: C4H5NOS
Method: DFT, wB97M-V/def2-TZVPD

```
12
Properties=species:S:1:pos:R:3
C -1.828 -0.913 0.496
C -1.888 0.299 -0.073
C -0.552 1.009 -0.588
N 0.706 0.791 -0.697
O 1.209 -0.423 0.017
C 2.546 -0.563 0.053
S 3.694 0.719 -0.220
H -0.820 -1.333 0.784
H -2.593 -1.156 1.026
H -2.771 0.894 -0.414
H -0.451 2.168 -0.853
H 2.748 -1.492 0.467
```

The calculation puts the HOMO-LUMO gap at 8.112 eV. Its spin multiplicity is 1. For the HOMO energy, the calculation gives -8.522 eV. The value obtained for the LUMO energy is -0.410 eV. As for the structure (SMILES): C=C/C=N\OC=S.


Most stable to least stable, the ends of the list are <w> and <x>.


<w>
Molecular formula: C4H14NO
Method: DFT, wB97M-V/def2-TZVPD

```
20
Properties=species:S:1:pos:R:3
C 0.448 0.501 2.115
C 0.120 0.327 0.662
C 1.439 0.244 -0.298
C 1.146 0.183 -1.758
N -0.559 -1.081 0.517
H 1.343 1.109 2.363
H 0.565 -0.349 2.868
H -0.414 0.964 2.676
H -0.392 1.017 0.094
H 2.066 1.111 -0.095
H 2.206 -0.563 0.074
H 1.817 0.224 -2.564
H 0.680 -0.770 -2.147
H 0.365 1.010 -1.971
H 0.044 -1.605 -0.116
H -0.795 -1.425 1.445
H -1.407 -0.850 0.083
H -2.582 0.635 -1.453
H -3.383 -0.609 -1.461
O -2.705 -0.071 -1.036
```

Its total charge is +1. The calculation puts the HOMO-LUMO gap at 12.590 eV. Its spin multiplicity is 1. For the HOMO energy, the calculation gives -15.559 eV. The value obtained for the LUMO energy is -2.969 eV.


<x>
Molecular formula: C4H14NO
Method: DFT, wB97M-V/def2-TZVPD

```
20
Properties=species:S:1:pos:R:3
C -0.044 -0.206 1.568
C -0.733 -0.974 0.468
C -1.789 -0.269 -0.370
C -1.242 0.814 -1.350
N 1.016 0.862 0.943
H -0.758 0.483 2.070
H 0.584 -0.809 2.176
H -0.159 -1.398 -0.398
H -1.337 -1.757 0.939
H -2.356 -1.003 -0.998
H -2.605 0.206 0.243
H -0.838 1.783 -1.015
H -2.007 1.143 -2.060
H -0.391 0.471 -2.009
H 0.288 1.419 0.417
H 1.749 0.507 0.228
H 1.499 1.305 1.713
H 2.580 -1.513 -0.969
H 3.685 -0.406 -1.022
O 2.857 -0.659 -0.573
```

Its total charge is +1. The calculation puts the HOMO-LUMO gap at 12.273 eV. Its spin multiplicity is 1. For the HOMO energy, the calculation gives -15.355 eV. The value obtained for the LUMO energy is -3.082 eV.


Most stable to least stable, the ends of the list are <x> and <w>.


<w>
Molecular formula: C4H14NO
Method: DFT, wB97M-V/def2-TZVPD

```
20
Properties=species:S:1:pos:R:3
C -2.250 0.137 0.247
C -1.324 0.144 -1.034
C -0.345 1.209 -0.988
C 1.144 0.994 -1.177
N 1.881 -2.300 1.199
H -3.220 -0.300 0.030
H -2.479 1.114 0.675
H -1.715 -0.402 1.020
H -1.966 0.046 -1.919
H -0.603 2.131 -1.491
H 0.119 1.032 0.933
H 1.465 -0.031 -0.960
H 1.443 1.216 -2.215
H 1.628 1.725 -0.516
H 1.565 -3.111 0.700
H 2.316 -2.467 2.085
H 1.318 -1.482 1.064
H 1.359 0.758 1.662
H -0.801 -0.808 -0.893
O 0.467 0.395 1.575
```

Its total charge is +1. The calculation puts the HOMO-LUMO gap at 4.406 eV. Its spin multiplicity is 1. For the HOMO energy, the calculation gives -12.324 eV. The value obtained for the LUMO energy is -7.918 eV.


<x>
Molecular formula: C4H14NO
Method: DFT, wB97M-V/def2-TZVPD

```
20
Properties=species:S:1:pos:R:3
C 0.574 -1.594 0.236
C 0.360 -0.498 -0.780
N -0.695 0.550 -0.346
C -2.056 0.006 -0.070
C 1.632 0.214 -1.213
H 1.535 -2.041 0.039
H -0.193 -2.363 0.164
H 0.561 -1.230 1.260
H -0.111 -0.895 -1.673
H -0.305 1.192 0.364
H -0.746 1.004 -1.255
H -2.762 0.445 -0.759
H -1.993 -1.064 -0.100
H -2.343 0.233 0.955
H 2.152 0.647 -0.360
H 1.435 0.936 -2.006
H 2.242 -0.562 -1.672
H 0.272 0.945 2.810
H 0.250 2.505 2.314
O 0.191 1.570 2.089
```

Its total charge is +1. The calculation puts the HOMO-LUMO gap at 13.376 eV. Its spin multiplicity is 1. For the HOMO energy, the calculation gives -16.322 eV. The value obtained for the LUMO energy is -2.946 eV.


Most stable to least stable, the ends of the list are <x> and <w>.